The following is a DFT calculation (ωB97M-V/def2-TZVPD) of 3 unconnected molecules or ions with the total composition H5O3.

The geometry in ORCA input format:
```
! wB97M-V def2-TZVPD RIJCOSX def2/J DEFGRID3
* xyz -1 1
O 0.444 -0.286 -0.299
H 1.395 -0.342 -0.168
O -0.149 -1.358 2.174
H -0.979 -0.893 2.296
H 0.076 -1.114 1.241
O -0.151 1.358 -2.157
H -0.881 1.814 -1.730
H 0.246 0.821 -1.356
*
```

Calculated values
**Orbital gap**: 8.68 eV
**Lowest unoccupied orbital energy**: 4.79 eV
**E_HOMO**: -3.8837 eV
**Relative energy (zero: lowest compared OMol25 entry of this formula, charge and spin)**: 0.161 eV

The following is a DFT calculation (ωB97M-V/def2-TZVPD) of a molecular structure, C15H22BN6PdS3Sb.

The geometry in ORCA input format:
```
! wB97M-V def2-TZVPD RIJCOSX def2/J DEFGRID3
* xyz 1 6
Pd 1.060 -0.769 1.451
C -1.101 0.796 3.957
C -1.406 1.020 2.509
C -2.431 1.765 1.909
C -2.248 1.633 0.545
C -3.047 2.214 -0.578
N -1.169 0.849 0.351
N -0.665 0.483 1.558
B -0.517 0.375 -0.973
N -0.576 -1.183 -0.992
N -0.519 -1.834 0.199
C -0.964 -3.082 -0.010
C -1.269 -4.028 1.113
C -1.266 -3.237 -1.368
C -1.021 -2.015 -1.953
C -1.216 -1.591 -3.373
N 0.946 0.913 -0.993
N 1.584 1.060 0.198
C 2.633 1.869 -0.012
C 3.440 2.449 1.111
C 2.685 2.206 -1.369
C 1.598 1.595 -1.954
C 1.134 1.652 -3.374
H -1.822 1.319 4.580
H -0.105 1.165 4.211
H -1.144 -0.265 4.208
H -3.205 2.327 2.408
H -3.862 2.806 -0.168
H -3.473 1.435 -1.212
H -2.437 2.861 -1.211
H -1.120 0.813 -1.912
H -1.061 -3.569 2.077
H -0.713 -4.963 1.036
H -2.331 -4.278 1.093
H -1.676 -4.111 -1.853
H -1.610 -2.423 -3.953
H -0.273 -1.279 -3.827
H -1.913 -0.756 -3.449
H 3.070 2.107 2.075
H 3.350 3.536 1.093
H 4.501 2.209 1.032
H 3.389 2.867 -1.854
H 1.803 2.285 -3.953
H 0.124 2.056 -3.448
H 1.129 0.659 -3.829
S 4.376 -3.173 3.822
Sb 4.054 -2.940 1.467
S 3.606 -0.587 1.808
S 1.677 -3.245 1.807
*
```

Calculated values
**Orbital gap (alpha / beta)**: 8.06 / 4.51 eV
**Lowest unoccupied orbital energy (alpha / beta)**: -3.48 / -6.99 eV
**E_HOMO (alpha / beta)**: -11.5417 / -11.4943 eV
**Relative energy (zero: lowest compared OMol25 entry of this formula, charge and spin)**: 0.000 eV
**⟨S²⟩**: 8.78

The following is a DFT calculation (ωB97M-V/def2-TZVPD) of 13 unconnected molecules or ions with the total composition C40H86N6O20.

The geometry in ORCA input format:
```
! wB97M-V def2-TZVPD RIJCOSX def2/J DEFGRID3
* xyz 0 1
O -4.478 -0.270 -2.124
C -5.073 -0.621 -1.112
O -5.399 0.144 -0.092
C -4.932 1.554 -0.202
C -5.374 2.277 1.050
C -5.660 -2.068 -1.003
H -5.464 1.971 -1.057
H -3.832 1.629 -0.367
H -5.109 1.673 1.941
H -6.490 2.369 1.083
H -4.910 3.251 1.163
H -4.816 -2.714 -1.270
H -6.467 -2.252 -1.696
H -5.795 -2.311 0.044
O -3.278 -3.517 0.559
C -3.181 -4.032 1.621
O -3.165 -3.282 2.753
C -2.896 -1.846 2.552
C -1.486 -1.506 2.063
C -2.887 -5.475 1.863
H -3.065 -1.377 3.527
H -3.662 -1.551 1.835
H -0.989 -2.358 1.542
H -0.900 -1.184 2.891
H -1.516 -0.722 1.327
H -1.864 -5.476 2.262
H -3.021 -5.977 0.883
H -3.513 -5.839 2.725
O -2.345 0.466 6.060
C -1.440 1.298 5.911
O -0.491 1.505 6.825
C -0.433 0.635 8.050
C 0.590 -0.458 7.819
C -1.183 2.098 4.711
H -1.420 0.272 8.245
H -0.213 1.393 8.777
H 1.593 -0.108 7.568
H 0.262 -0.981 6.931
H 0.743 -1.099 8.705
H -0.395 2.828 5.021
H -2.065 2.618 4.391
H -0.900 1.486 3.890
O 0.076 -6.983 1.416
C 0.789 -6.042 1.173
O 1.500 -5.440 2.137
C 1.178 -5.828 3.498
C 1.344 -4.571 4.276
C 1.159 -5.464 -0.164
H 1.929 -6.584 3.738
H 0.228 -6.269 3.524
H 0.446 -3.960 3.985
H 2.196 -3.943 4.049
H 1.192 -4.894 5.321
H 1.810 -6.104 -0.768
H 1.627 -4.432 -0.157
H 0.248 -5.444 -0.794
O 0.567 5.835 -1.819
C 0.320 6.852 -2.470
O 0.244 6.849 -3.822
C 0.444 5.570 -4.474
C 1.872 5.496 -4.851
C 0.138 8.200 -1.843
H -0.198 5.601 -5.378
H 0.014 4.851 -3.793
H 2.088 6.361 -5.441
H 1.983 4.621 -5.503
H 2.486 5.499 -3.973
H 0.748 9.008 -2.221
H 0.162 7.945 -0.817
H -0.934 8.495 -2.020
O -0.099 1.274 0.616
C 0.058 1.567 -0.568
O 0.843 0.853 -1.361
C 1.295 -0.508 -0.893
C 2.290 -1.030 -1.842
C -0.480 2.801 -1.311
H 0.382 -1.062 -0.760
H 1.718 -0.294 0.103
H 2.514 -2.073 -1.590
H 3.241 -0.501 -1.798
H 1.869 -0.938 -2.835
H -1.341 2.330 -1.843
H 0.224 3.218 -2.015
H -0.806 3.556 -0.572
O 0.352 -6.638 -5.218
C 1.116 -6.802 -4.300
O 1.725 -5.821 -3.599
C 1.287 -4.478 -3.875
C 2.062 -3.784 -5.038
C 1.497 -8.130 -3.715
H 1.479 -3.953 -2.925
H 0.206 -4.570 -4.090
H 1.645 -2.737 -5.096
H 1.949 -4.344 -5.979
H 3.112 -3.704 -4.895
H 2.597 -8.149 -3.396
H 1.273 -8.922 -4.443
H 0.906 -8.301 -2.861
O -1.904 2.739 -5.437
C -1.279 2.225 -6.417
N -0.654 1.036 -6.252
C -1.112 2.875 -7.725
H -0.521 0.521 -5.370
H -0.210 0.547 -7.004
H -0.109 3.401 -7.703
H -1.870 3.650 -7.977
H -0.885 2.139 -8.482
O -0.247 -0.357 -3.983
C -1.293 -0.252 -3.347
N -2.133 0.822 -3.360
C -1.878 -1.443 -2.567
H -2.029 1.641 -4.013
H -2.988 0.680 -2.863
H -1.211 -2.369 -2.543
H -2.737 -1.833 -3.086
H -2.108 -1.203 -1.553
O 2.506 3.221 1.831
C 2.947 4.257 1.377
N 2.857 4.526 0.029
C 3.639 5.276 2.232
H 2.036 4.117 -0.457
H 2.897 5.482 -0.256
H 4.532 4.725 2.612
H 2.967 5.586 2.994
H 4.103 6.142 1.764
O 2.373 -0.638 4.772
C 2.472 0.275 3.995
N 2.235 1.612 4.168
C 2.938 -0.058 2.544
H 2.581 2.288 3.480
H 1.922 1.880 5.065
H 2.637 -1.078 2.346
H 4.041 -0.056 2.553
H 2.557 0.596 1.796
O 0.818 6.862 1.639
C -0.341 6.558 1.638
N -0.699 5.244 1.663
C -1.385 7.587 1.536
H 0.071 4.602 1.777
H -1.610 4.947 1.755
H -1.455 8.024 0.554
H -1.085 8.397 2.224
H -2.411 7.238 1.739
O 3.856 -3.638 -0.684
C 4.232 -4.219 0.321
N 4.340 -5.560 0.303
C 4.485 -3.517 1.596
H 4.072 -5.992 -0.537
H 4.696 -5.990 1.130
H 5.313 -3.991 2.184
H 3.634 -3.541 2.214
H 4.747 -2.513 1.408
*
```

Calculated values
**Orbital gap**: 9.52 eV
**Lowest unoccupied orbital energy**: 0.32 eV
**E_HOMO**: -9.1963 eV

The following is a DFT calculation (ωB97M-V/def2-TZVPD) of C17H22N2O2S in the gas phase.

The geometry in ORCA input format:
```
! wB97M-V def2-TZVPD RIJCOSX def2/J DEFGRID3
* xyz 0 1
C -5.873 4.068 1.036
S -4.500 4.566 2.114
C -3.133 3.613 1.540
C -3.201 2.701 0.493
C -2.072 2.005 0.113
C -0.859 2.204 0.771
C 0.309 1.467 0.353
N 0.376 0.625 -0.640
C 1.667 0.177 -0.663
C 2.152 -0.837 -1.647
N 2.255 -2.156 -1.014
C 3.567 -2.741 -1.200
C 1.203 -3.079 -1.417
C -0.224 -2.514 -1.266
C -0.854 -3.403 -0.187
O -0.178 -4.638 -0.276
C 1.173 -4.313 -0.482
C 2.352 0.786 0.353
C 3.755 0.688 0.823
O 1.488 1.609 0.998
C -0.797 3.119 1.825
C -1.922 3.815 2.203
H -5.638 4.305 0.002
H -6.082 3.010 1.163
H -6.727 4.654 1.362
H -4.125 2.526 -0.033
H -2.110 1.296 -0.698
H 3.138 -0.527 -2.005
H 1.469 -0.851 -2.502
H 3.789 -2.961 -2.257
H 4.319 -2.052 -0.819
H 3.639 -3.669 -0.637
H 1.364 -3.409 -2.461
H -0.768 -2.619 -2.203
H -0.230 -1.469 -0.971
H -0.698 -2.961 0.808
H -1.917 -3.590 -0.337
H 1.644 -4.036 0.473
H 1.665 -5.193 -0.896
H 3.893 -0.211 1.423
H 3.999 1.555 1.431
H 4.432 0.638 -0.027
H 0.139 3.276 2.339
H -1.882 4.525 3.015
*
```

Calculated values
**Orbital gap**: 8.28 eV
**Lowest unoccupied orbital energy**: 0.63 eV
**E_HOMO**: -7.6453 eV
**Relative energy (zero: lowest compared OMol25 entry of this formula, charge and spin)**: 2.959 eV

The following is a DFT calculation (ωB97M-V/def2-TZVPD) of 4 unconnected molecules or ions with the total composition C43H69F2NO4.

The geometry in ORCA input format:
```
! wB97M-V def2-TZVPD RIJCOSX def2/J DEFGRID3
* xyz 0 1
C 0.872 -8.552 1.624
C 0.428 -8.465 0.157
C -0.030 -7.065 -0.246
C 1.092 -6.011 -0.142
C 1.171 -5.060 -1.350
C 0.371 -3.762 -1.201
C 1.052 -2.715 -0.348
F 1.158 -3.143 0.968
O 0.282 -1.552 -0.421
C 0.465 -0.431 0.466
C -0.345 0.679 -0.246
C -0.166 2.112 0.284
C 0.802 3.008 -0.525
C 1.966 3.655 0.243
C 1.606 4.400 1.531
C 2.818 4.595 2.442
C 2.524 5.501 3.636
C 3.638 5.475 4.674
O 3.834 4.152 5.142
C 3.903 4.036 6.545
C 1.930 0.006 0.517
O 2.833 -0.971 0.980
C 4.029 -1.042 0.243
C -0.178 -0.634 1.860
C -1.375 -1.588 1.881
N -2.272 -1.277 2.997
C -1.993 -2.049 4.206
O 0.771 -1.008 2.850
C 1.039 -0.002 3.796
C 2.175 -0.503 4.662
C 3.521 -0.552 3.970
F 2.243 0.379 5.761
H 0.336 -7.823 2.241
H 0.676 -9.540 2.044
H 1.941 -8.353 1.741
H 1.264 -8.752 -0.492
H -0.376 -9.182 -0.029
H -0.428 -7.084 -1.266
H -0.868 -6.783 0.404
H 0.949 -5.418 0.763
H 2.054 -6.523 -0.033
H 0.788 -5.585 -2.233
H 2.215 -4.817 -1.580
H 0.217 -3.301 -2.181
H -0.620 -3.965 -0.776
H 2.076 -2.531 -0.688
H -0.097 0.631 -1.312
H -1.396 0.381 -0.173
H -1.149 2.589 0.320
H 0.163 2.068 1.327
H 0.231 3.803 -1.016
H 1.229 2.413 -1.342
H 2.733 2.904 0.463
H 2.450 4.375 -0.427
H 1.174 5.377 1.280
H 0.840 3.864 2.102
H 3.133 3.617 2.824
H 3.653 5.007 1.862
H 2.383 6.535 3.299
H 1.591 5.176 4.113
H 3.389 6.140 5.511
H 4.576 5.843 4.234
H 3.897 2.974 6.784
H 4.821 4.495 6.937
H 3.037 4.506 7.028
H 2.221 0.325 -0.495
H 1.987 0.887 1.169
H 4.567 -1.924 0.594
H 3.841 -1.145 -0.836
H 4.659 -0.156 0.400
H -0.589 0.336 2.162
H -1.928 -1.484 0.943
H -0.999 -2.613 1.942
H -3.222 -1.466 2.706
H -2.488 -1.596 5.067
H -0.918 -2.044 4.385
H -2.313 -3.100 4.138
H 1.351 0.940 3.313
H 0.162 0.207 4.424
H 1.905 -1.483 5.068
H 3.567 0.161 3.139
H 4.301 -0.297 4.689
H 3.712 -1.545 3.561
C -3.307 -2.102 -3.159
C -3.867 -1.994 -4.424
C -3.207 -1.282 -5.417
C -1.987 -0.678 -5.144
C -1.429 -0.784 -3.877
C -2.088 -1.495 -2.883
H -3.820 -2.659 -2.385
H -4.819 -2.463 -4.640
H -3.646 -1.199 -6.403
H -1.472 -0.124 -5.919
H -0.477 -0.315 -3.661
H -1.643 -1.577 -1.900
C -6.601 -3.457 -9.643
C -5.962 -3.915 -8.499
C -4.691 -3.454 -8.182
C -4.060 -2.537 -9.011
C -4.698 -2.080 -10.156
C -5.969 -2.540 -10.471
H -7.593 -3.815 -9.889
H -6.454 -4.631 -7.853
H -4.191 -3.808 -7.290
H -3.067 -2.180 -8.765
H -4.205 -1.367 -10.803
H -6.468 -2.184 -11.364
C -1.240 7.630 0.519
C -1.203 8.939 0.057
C -0.892 9.973 0.929
C -0.617 9.700 2.262
C -0.654 8.391 2.723
C -0.967 7.357 1.852
H -1.480 6.822 -0.161
H -1.417 9.153 -0.982
H -0.863 10.994 0.569
H -0.373 10.507 2.941
H -0.440 8.177 3.763
H -0.993 6.336 2.212
*
```

Calculated values
**Orbital gap**: 9.34 eV
**Lowest unoccupied orbital energy**: 0.66 eV
**E_HOMO**: -8.6857 eV

The following is a DFT calculation (ωB97M-V/def2-TZVPD) of a molecular structure, C6H12N3O4SbSe4Sn.

The geometry in ORCA input format:
```
! wB97M-V def2-TZVPD RIJCOSX def2/J DEFGRID3
* xyz 0 1
Sn -0.730 -0.869 -2.122
N 0.828 -3.040 -2.436
N 1.215 -3.224 -1.094
C 1.426 -2.083 -0.312
O 1.974 -2.200 0.774
O 0.988 -0.978 -0.825
H 0.289 -3.843 -2.731
H 1.634 -2.949 -3.051
H 1.843 -3.985 -0.885
Se -1.941 2.738 -5.680
Sb -0.949 0.475 -5.595
Se 0.818 0.370 -3.707
Se -2.747 -1.153 -5.291
Se 0.222 0.013 -7.733
O 0.559 2.130 0.176
C -0.307 1.178 0.376
O -1.153 0.875 -0.461
C -0.222 0.498 1.743
N 0.911 1.060 2.492
C 0.432 1.512 3.807
C -1.020 1.892 3.538
C -1.480 0.783 2.584
H -0.090 -0.562 1.549
H 1.082 2.152 1.025
H 1.668 0.391 2.558
H 1.043 2.341 4.165
H 0.472 0.710 4.552
H -1.075 2.862 3.040
H -1.610 1.934 4.452
H -2.314 1.082 1.953
H -1.766 -0.109 3.139
*
```

Calculated values
**Orbital gap (alpha / beta)**: 5.26 / 5.35 eV
**Lowest unoccupied orbital energy (alpha / beta)**: -2.92 / -2.88 eV
**E_HOMO (alpha / beta)**: -8.1800 / -8.2330 eV
**Relative energy (zero: lowest compared OMol25 entry of this formula, charge and spin)**: 1.239 eV

The following is a DFT calculation (ωB97M-V/def2-TZVPD) of 9 unconnected molecules or ions with the total composition H18O9.

The geometry in ORCA input format:
```
! wB97M-V def2-TZVPD RIJCOSX def2/J DEFGRID3
* xyz 0 1
O -3.573 1.287 1.352
H -2.797 0.837 1.574
H -3.313 2.213 1.311
O -1.551 -1.100 -0.189
H -1.562 -0.717 0.691
H -1.771 -0.295 -0.686
O 0.686 -0.964 1.485
H 1.046 -1.737 1.069
H 1.241 -0.187 1.555
O -3.054 -0.313 -2.324
H -2.408 0.032 -2.965
H -3.024 -1.068 -2.949
O 0.912 -0.784 -1.845
H 1.374 -0.277 -1.174
H 0.211 -1.204 -1.324
O 2.720 1.663 1.827
H 2.864 1.228 2.664
H 3.049 1.185 1.061
O 0.890 3.816 2.734
H 0.332 3.037 2.633
H 1.716 3.507 2.337
O -1.423 -2.492 -2.507
H -1.562 -2.245 -1.571
H -2.130 -3.131 -2.599
O 3.632 -0.673 -0.394
H 4.142 -1.440 -0.603
H 3.353 -0.177 -1.164
*
```

Calculated values
**Orbital gap**: 10.92 eV
**Lowest unoccupied orbital energy**: -0.04 eV
**E_HOMO**: -10.9549 eV
**Relative energy (zero: lowest compared OMol25 entry of this formula, charge and spin)**: 3.250 eV

The following is a DFT calculation (ωB97M-V/def2-TZVPD) of a molecular structure, C30H29Cl2N3ORhS.

The geometry in ORCA input format:
```
! wB97M-V def2-TZVPD RIJCOSX def2/J DEFGRID3
* xyz -1 1
Rh -0.359 -0.585 -0.002
C -0.654 -0.481 4.312
C -0.991 -0.549 2.941
N -0.076 -0.576 2.005
C 1.264 -0.542 2.332
C 1.668 -0.473 3.675
C 0.657 -0.445 4.668
C 3.051 -0.426 3.991
C 3.958 -0.446 2.977
C 3.572 -0.511 1.619
C 2.237 -0.559 1.241
N 1.681 -0.596 -0.001
C 2.239 -0.582 -1.244
C 3.574 -0.571 -1.622
C 3.961 -0.541 -2.981
C 3.053 -0.518 -3.995
C 1.670 -0.527 -3.677
C 0.658 -0.492 -4.670
C -0.652 -0.491 -4.312
C -0.990 -0.530 -2.940
N -0.074 -0.566 -2.004
C 1.266 -0.563 -2.333
H -1.443 -0.461 5.052
H -2.016 -0.583 2.586
H 0.950 -0.393 5.711
H 3.361 -0.375 5.027
H 5.017 -0.410 3.207
H 4.355 -0.519 0.882
H 4.357 -0.588 -0.886
H 5.020 -0.535 -3.212
H 3.364 -0.495 -5.032
H 0.951 -0.464 -5.714
H -1.442 -0.467 -5.051
H -2.014 -0.536 -2.583
C 1.908 3.221 1.730
C 0.416 3.315 1.446
S -0.144 2.294 0.055
O -1.618 2.556 -0.005
C 0.598 3.274 -1.313
C -0.376 4.308 -1.853
H 2.156 3.779 2.634
H 2.509 3.630 0.918
H 2.214 2.183 1.884
H 0.056 4.330 1.263
H -0.163 2.897 2.273
H 0.865 2.538 -2.075
H 1.517 3.729 -0.947
H -1.304 3.834 -2.164
H 0.068 4.824 -2.707
H -0.632 5.048 -1.094
C -2.268 -0.707 -0.003
C -3.594 -0.840 0.002
C -4.247 -2.149 -0.019
C -5.615 -2.257 -0.006
C -6.471 -1.146 0.024
C -5.863 0.119 0.037
C -4.503 0.306 0.028
H -3.628 -3.038 -0.041
H -6.047 -3.254 -0.020
H -7.547 -1.258 0.033
H -6.494 1.005 0.055
H -4.075 1.301 0.030
Cl 0.140 -3.592 -0.015
C 0.358 -5.350 -0.012
Cl -1.179 -6.230 -0.202
H 0.790 -5.646 0.936
H 0.998 -5.626 -0.841
*
```

Calculated values
**Orbital gap**: 3.89 eV
**Lowest unoccupied orbital energy**: 2.45 eV
**E_HOMO**: -1.4368 eV
**Relative energy (zero: lowest compared OMol25 entry of this formula, charge and spin)**: 0.865 eV

Number 1: maximum force 0.84 eV/A. Number 2: maximum force 0.53 eV/A. Number 3: maximum force 3.47 eV/A. Number 4: maximum force 1.19 eV/A. Number 5: maximum force 0.37 eV/A. Number 6: maximum force 1.57 eV/A. Number 7: maximum force 2.31 eV/A. Number 8: maximum force 0.65 eV/A.